1.
The following is a DFT calculation (ωB97M-V/def2-TZVPD) of a molecular structure, C18H28CsN4NbO3S2 in a non-equilibrium geometry.

XYZ file:
```
57
Properties=species:S:1:pos:R:3:forces:R:3
N -2.130 -0.391 -0.410 -0.19 -0.78 0.31
C -3.113 -1.146 -0.555 -0.39 -0.30 0.34
O -4.048 -1.852 -0.673 2.31 1.78 0.16
Cs -1.312 3.420 0.400 -2.51 3.14 1.81
Nb -0.194 -0.108 0.090 -0.91 -1.44 -3.22
N 0.032 1.765 -0.773 1.75 -3.66 -1.11
N 0.529 -1.429 -1.218 0.34 1.53 2.79
C -0.225 2.172 -2.212 0.08 0.05 -0.05
C 0.154 -2.453 -2.211 -0.39 -0.40 -0.68
C 0.186 3.656 -2.403 -0.05 0.05 -0.39
C 0.627 1.293 -3.150 0.04 0.04 -0.08
C -1.721 2.004 -2.531 -0.25 0.00 -0.31
C -0.334 -3.697 -1.468 -0.07 -0.08 0.17
C 1.364 -2.820 -3.071 0.19 0.03 -0.12
C -0.954 -1.947 -3.127 -0.07 -0.02 -0.32
H -0.648 4.361 -2.242 0.39 -0.25 -0.01
H 0.493 3.791 -3.449 -0.08 0.09 0.29
H 1.043 3.946 -1.774 -0.22 -0.06 -0.24
H 1.678 1.627 -3.147 -0.40 -0.19 -0.19
H 0.234 1.384 -4.178 0.33 -0.03 0.42
H 0.592 0.232 -2.844 0.04 0.66 -0.25
H -2.154 1.088 -2.104 0.25 0.40 -0.26
H -1.836 1.945 -3.624 -0.04 0.10 0.38
H -2.332 2.869 -2.209 0.26 -0.43 -0.14
H 0.442 -4.081 -0.798 -0.18 -0.11 -0.10
H -0.583 -4.474 -2.203 0.09 0.17 0.27
H -1.229 -3.475 -0.875 0.10 -0.07 -0.12
H 2.133 -3.341 -2.491 -0.07 0.08 -0.17
H 1.802 -1.929 -3.535 -0.03 -0.16 0.02
H 1.039 -3.498 -3.871 0.10 0.19 0.22
H -1.194 -2.753 -3.836 -0.01 0.31 0.23
H -0.630 -1.079 -3.713 -0.15 -0.23 0.12
H -1.868 -1.696 -2.583 0.16 -0.05 -0.15
C 1.454 1.847 -0.369 -0.43 0.33 -0.35
H 1.751 0.924 0.201 0.42 0.38 -0.02
H 2.111 1.915 -1.250 -0.11 -0.20 0.51
H 1.661 2.702 0.304 -0.01 -0.50 -0.07
C 1.829 -1.689 -0.523 -0.20 -0.24 -0.73
H 1.842 -1.249 0.499 0.04 0.05 0.08
H 1.976 -2.772 -0.389 -0.08 0.47 0.25
H 2.684 -1.277 -1.087 -0.37 -0.05 0.28
O -0.027 2.959 2.855 1.01 -1.25 0.42
S 0.797 1.775 3.086 0.22 0.74 -0.73
O 2.222 1.868 2.883 -1.26 -0.10 0.20
N 0.174 0.513 2.115 0.23 -0.63 -0.07
C -0.206 -0.583 2.855 -0.28 0.66 -1.43
S -0.708 -1.897 1.917 0.29 0.04 0.76
C -0.209 -0.321 4.257 -0.13 0.17 1.60
C -0.759 -1.089 5.304 0.27 0.08 -0.65
C -0.786 -0.563 6.592 0.14 0.26 0.03
C -0.265 0.718 6.852 -0.04 -0.28 -0.26
C 0.292 1.486 5.823 0.17 0.07 -0.40
C 0.308 0.954 4.541 -0.36 -0.34 1.10
H -1.163 -2.072 5.060 0.04 0.21 0.24
H -1.220 -1.141 7.410 0.14 0.18 -0.29
H -0.303 1.127 7.862 0.02 -0.14 -0.27
H 0.701 2.482 5.988 -0.16 -0.23 0.16
```
Forces are in eV/Å.

total charge = +2
frontier orbital gap = 7.09 eV
calculated total energy = -54978.2011 eV

Löwdin population analysis, charges in e, atoms 1 to 6: number 1, N, carries -0.101; number 2, C, carries -0.371; number 3, O, carries 0.222; number 4, Cs, carries 1.427; number 5, Nb, carries 1.696; number 6, N, carries -0.647



2.
The following is a DFT calculation (ωB97M-V/def2-TZVPD) of 2 unconnected molecules or ions with the total composition C9H20N3 in a non-equilibrium geometry.

XYZ file:
```
32
Properties=species:S:1:pos:R:3:forces:R:3
C 2.522 -2.428 -0.596 0.70 0.37 -0.32
C 2.336 -1.341 -0.088 0.36 -1.83 -1.30
C -2.443 1.880 0.641 0.51 1.13 -3.75
C -0.225 0.553 -1.634 -3.16 -2.55 0.56
C -1.002 -2.242 -0.662 -2.44 0.52 -1.80
C -1.399 -1.373 1.529 -1.12 -1.01 1.36
C -0.966 1.323 0.719 -1.01 -0.53 -2.16
C 2.286 -0.042 0.348 -0.32 0.68 -1.74
C -0.548 0.120 -0.134 0.93 1.58 -1.30
N 3.237 2.145 0.032 0.75 1.88 -0.51
N 2.837 0.922 -0.431 -0.85 -2.03 -0.09
N -1.452 -1.036 0.106 1.02 0.24 -1.22
H 3.078 -3.216 -1.084 -0.64 -0.02 0.42
H -3.335 1.355 0.950 0.30 -0.72 0.60
H -2.736 2.204 -0.487 0.90 -0.75 2.37
H -2.381 2.819 1.156 -0.36 0.47 0.44
H 0.437 1.336 -1.516 1.17 1.84 0.01
H 0.287 -0.201 -2.312 -0.86 0.71 0.94
H -1.237 0.920 -2.095 1.92 -0.52 0.36
H -0.313 -2.722 -0.077 1.96 -1.07 1.21
H -1.895 -2.940 -0.756 1.12 0.97 -0.31
H -0.538 -1.891 -1.602 -0.64 -0.64 0.45
H -0.469 -1.080 2.031 -0.36 0.11 -0.56
H -2.285 -1.045 2.054 0.02 0.82 0.15
H -1.520 -2.445 1.607 0.29 -0.35 0.03
H -0.748 1.193 1.717 0.39 -0.69 2.44
H -0.259 2.088 0.437 -0.15 0.61 -0.31
H 2.026 0.023 1.344 -0.28 1.32 1.98
H 2.928 2.901 -0.578 0.00 -0.34 -0.11
H 2.955 2.424 0.959 -0.16 -0.86 0.29
H 3.219 0.577 -1.340 -0.16 0.80 1.31
H -2.394 -0.779 -0.236 0.18 -0.15 0.57
```
Forces are in eV/Å.

total charge = +1
frontier orbital gap (spin up / spin down) = 5.87 / 8.34 eV
ΔE to the lowest compared entry with this formula, charge and spin = 156.94 kcal/mol
calculated total energy = -14114.1169 eV

Löwdin population analysis, charges in e, atoms 1 to 6: number 1, C, carries 0.136; number 2, C, carries -0.164; number 3, C, carries -0.073; number 4, C, carries -0.052; number 5, C, carries 0.011; number 6, C, carries -0.013



3.
The following is a DFT calculation (ωB97M-V/def2-TZVPD) of a molecular structure, C5H12N2O in a non-equilibrium geometry.

XYZ file:
```
20
Properties=species:S:1:pos:R:3:forces:R:3
C 1.235 -0.266 -0.049 2.77 0.37 -1.24
C -0.363 -0.089 0.094 2.25 0.22 -0.19
C -0.804 -0.217 -1.304 0.01 -1.57 -5.16
C -0.804 -1.096 1.106 0.02 -2.88 0.24
C 0.500 3.243 0.132 1.14 -2.85 -1.55
H 1.654 -0.613 1.040 -0.39 1.17 -2.88
H 1.515 0.862 -0.526 0.05 -3.52 2.08
H 1.858 -0.957 -1.096 -2.56 1.47 3.58
H -0.771 -1.445 -1.307 -1.17 2.84 -0.88
H 0.225 -0.062 -2.198 -3.51 0.09 2.84
H -1.844 0.487 -1.790 3.20 -2.70 1.88
H -0.112 -1.165 1.900 0.78 1.48 1.22
H -1.764 -0.915 1.589 -0.28 -0.15 -0.52
H 0.506 -2.785 0.337 -4.98 0.74 1.20
H -1.582 -3.103 0.364 4.45 1.96 0.82
H 0.182 3.695 1.226 0.81 -1.29 -3.07
H 1.395 3.795 -0.636 -3.18 -1.47 2.54
N -0.602 -2.568 0.778 -0.73 -1.50 -2.35
N 0.219 1.977 -0.336 -1.33 6.93 4.18
O -0.644 1.221 0.673 2.66 0.66 -2.75
```
Forces are in eV/Å.

frontier orbital gap = 9.43 eV
ΔE to the lowest compared entry with this formula, charge and spin = 263.36 kcal/mol
calculated total energy = -10397.0035 eV

Löwdin population analysis, charges in e, atoms 1 to 6: number 1, C, carries -0.111; number 2, C, carries -0.694; number 3, C, carries -0.125; number 4, C, carries -0.274; number 5, C, carries -0.013; number 6, H, carries 0.106



4.
The following is a DFT calculation (ωB97M-V/def2-TZVPD) of 2 unconnected molecules or ions with the total composition C2H4O7S2 in a non-equilibrium geometry.

XYZ file:
```
15
Properties=species:S:1:pos:R:3:forces:R:3
C -1.266 -0.939 1.021 2.65 0.56 0.10
C -0.380 -0.101 0.492 -0.04 1.48 1.36
O 0.223 1.691 -1.452 1.05 -0.43 0.30
O 1.130 0.014 2.692 -0.47 -0.78 0.51
O -1.935 1.921 -0.542 -0.86 -0.03 1.65
O -1.408 -0.020 -1.834 -0.16 -0.83 0.19
O 2.195 -0.260 0.557 0.95 -0.51 -0.75
O 1.133 1.865 1.162 0.12 -0.39 0.09
O 1.165 -1.293 -1.835 -0.33 -0.84 -0.93
S -0.894 0.978 -0.881 -0.49 0.65 -2.69
S 1.158 0.415 1.296 -0.49 1.55 0.61
H -1.036 -1.533 1.886 0.02 -0.05 0.31
H -2.069 -1.111 0.414 -2.49 -0.61 -1.08
H 0.323 -0.826 -1.778 -0.53 -0.23 -0.70
H 1.661 -0.802 -1.198 1.08 0.46 1.02
```
Forces are in eV/Å.

total charge = -2
frontier orbital gap = 7.97 eV
ΔE to the lowest compared entry with this formula, charge and spin = 0.00 kcal/mol
calculated total energy = -38141.8426 eV

Löwdin population analysis, charges in e, atoms 1 to 6: number 1, C, carries 0.002; number 2, C, carries -0.375; number 3, O, carries -0.352; number 4, O, carries -0.392; number 5, O, carries -0.367; number 6, O, carries -0.403



5.
The following is a DFT calculation (ωB97M-V/def2-TZVPD) of a molecular structure, C2H3BrOS in a non-equilibrium geometry.

XYZ file:
```
8
Properties=species:S:1:pos:R:3:forces:R:3
C 1.591 -0.460 0.382 -3.23 1.74 -0.24
C -1.382 0.249 -0.257 0.51 0.52 1.24
O 1.215 -1.533 0.645 0.11 0.22 -0.11
S 0.096 1.256 0.079 2.28 -1.98 0.27
Br 3.309 0.128 0.086 0.94 0.35 -0.08
H -1.911 0.170 0.742 0.36 -0.55 -1.55
H -0.962 -0.664 -0.712 -0.93 0.14 0.38
H -1.955 0.854 -0.967 -0.06 -0.45 0.09
```
Forces are in eV/Å.

frontier orbital gap = 8.52 eV
ΔE to the lowest compared entry with this formula, charge and spin = 25.55 kcal/mol
calculated total energy = -85046.3434 eV

Löwdin population analysis, charges in e, atoms 1 to 6: number 1, C, carries -0.993; number 2, C, carries -0.479; number 3, O, carries 0.004; number 4, S, carries 0.614; number 5, Br, carries 0.766; number 6, H, carries 0.045



6.
The following is a DFT calculation (ωB97M-V/def2-TZVPD) of a molecular structure, C14H22O5PV in a non-equilibrium geometry.

XYZ file:
```
43
Properties=species:S:1:pos:R:3:forces:R:3
O -0.347 3.962 -5.561 0.81 -2.70 -2.42
C -0.093 3.134 -6.331 -0.81 2.67 2.45
V 0.036 0.681 -1.968 -1.58 1.36 0.41
O 0.544 3.957 -1.337 -0.78 -5.30 -0.17
C 0.385 2.810 -1.407 1.04 5.20 0.10
C -1.306 -0.781 -2.313 -3.48 -5.09 -1.66
O -2.076 -1.613 -2.639 4.02 4.38 1.75
C 1.860 0.702 -2.702 6.71 1.85 -3.06
O 2.950 0.891 -3.097 -5.59 -1.42 2.12
C -1.593 1.417 -2.875 -6.32 3.51 -2.25
O -2.681 1.815 -3.065 5.47 -2.09 0.90
H 0.417 -0.552 -2.789 0.44 -1.19 -1.23
C 1.270 -2.396 -0.784 0.31 -0.27 -0.07
C 0.176 -1.965 0.189 -0.15 0.01 -0.25
C 0.451 -2.565 1.572 -0.08 -0.21 0.25
P -0.051 -0.111 0.128 0.43 -1.91 3.95
C -1.791 0.164 0.704 -0.39 0.14 -0.40
C -2.224 -0.713 1.886 0.07 -0.16 0.33
C -2.031 1.650 1.002 -0.12 0.19 -0.06
C 1.134 0.646 1.361 -0.15 0.36 -0.47
C 0.750 0.443 2.825 -0.06 -0.07 0.35
C 2.575 0.201 1.112 0.23 0.01 0.09
H 2.227 -1.910 -0.566 -0.13 -0.15 -0.03
H 1.019 -2.188 -1.825 0.01 -0.13 -0.01
H 1.419 -3.479 -0.694 0.02 0.24 -0.10
H -0.792 -2.347 -0.169 0.12 0.01 0.06
H 1.386 -2.191 2.000 -0.21 -0.24 -0.12
H -0.358 -2.405 2.293 0.31 -0.01 -0.22
H 0.552 -3.654 1.449 0.00 0.33 -0.02
H -2.382 -0.130 -0.189 -0.07 0.13 0.58
H -1.572 -0.563 2.765 -0.48 -0.13 -0.47
H -3.242 -0.409 2.170 0.28 -0.12 -0.12
H -2.252 -1.781 1.640 -0.02 0.31 0.05
H -2.222 2.228 0.089 0.04 -0.01 0.10
H -2.929 1.736 1.631 0.35 0.15 -0.21
H -1.183 2.109 1.526 -0.33 -0.05 0.00
H 1.058 1.715 1.114 0.11 -0.02 0.22
H 0.700 -0.619 3.090 0.01 0.44 0.01
H 1.537 0.896 3.442 -0.18 -0.04 -0.13
H -0.197 0.919 3.097 0.26 -0.06 -0.06
H 2.943 0.420 0.105 -0.07 -0.02 0.01
H 3.220 0.741 1.816 -0.10 -0.10 -0.18
H 2.710 -0.866 1.306 0.05 0.22 -0.04
```
Forces are in eV/Å.

total charge = +2
expectation value of S² = 2.020
frontier orbital gap (spin up / spin down) = 6.58 / 7.33 eV
2S+1 = 3
ΔE to the lowest compared entry with this formula, charge and spin = 0.00 kcal/mol
calculated total energy = -60068.3903 eV

Löwdin population analysis, charges in e, atoms 1 to 6: number 1, O, carries -0.018; number 2, C, carries 0.037; number 3, V, carries 0.252; number 4, O, carries 0.226; number 5, C, carries 0.056; number 6, C, carries -0.137